# 1
Computed, not measured: a molecular structure, C19H23N2O2RhSeSi, with ωB97M-V with the def2-TZVPD basis set.

Structure (XYZ):
```
49
Properties=species:S:1:pos:R:3:lowdin_spin:R:1
Rh -0.0075 -0.0737 -0.7966 2.6032
O 1.9107 -0.7971 -0.5746 0.1964
C 2.8678 -0.6289 0.2808 0.0143
C 4.1466 -1.1637 -0.0113 0.0124
C 5.1957 -1.0132 0.8581 -0.0019
C 5.0439 -0.3288 2.0741 0.0075
C 3.8141 0.1901 2.3827 -0.0030
C 2.7139 0.0609 1.5120 0.0100
C 1.4632 0.6130 1.9502 0.0064
N 0.3547 0.6414 1.3076 0.1185
C -0.8204 1.1697 1.9943 0.0072
C -1.7778 1.7348 0.9629 0.0066
N -1.9749 0.7156 -0.0466 0.1241
C -3.1232 0.5105 -0.5578 0.0118
C -3.4258 -0.4425 -1.5992 0.0133
C -4.7292 -0.4340 -2.1226 -0.0024
C -5.1184 -1.3064 -3.1097 0.0113
C -4.1858 -2.2355 -3.5854 -0.0014
C -2.9057 -2.2773 -3.0875 0.0155
C -2.4781 -1.3787 -2.0854 0.0109
O -1.2512 -1.4703 -1.6504 0.2058
H 4.2606 -1.6948 -0.9470 0.0004
H 6.1600 -1.4339 0.6001 -0.0001
H 5.8786 -0.2183 2.7518 0.0005
H 3.6669 0.7159 3.3200 0.0001
H 1.4788 1.0449 2.9567 0.0054
H -0.5408 1.9291 2.7300 0.0022
H -1.3149 0.3468 2.5194 0.0005
H -1.3247 2.6061 0.4800 0.0003
H -2.7202 2.0398 1.4286 0.0026
H -3.9698 1.1057 -0.1981 0.0061
H -5.4355 0.2897 -1.7304 0.0001
H -6.1229 -1.2799 -3.5077 0.0008
H -4.4752 -2.9349 -4.3604 -0.0002
H -2.1834 -2.9966 -3.4514 0.0005
C 1.3036 -1.0567 -3.8866 0.0042
Si 0.5715 0.6128 -4.2805 0.0580
C 1.7834 1.6427 -5.2635 0.0135
C -1.0407 0.4353 -5.2076 0.0123
Se 0.1120 1.7959 -2.3618 0.5200
H 1.5942 -1.5479 -4.8203 0.0004
H 0.5806 -1.6930 -3.3730 0.0003
H 2.1861 -0.9716 -3.2515 -0.0003
H 2.0137 1.1510 -6.2124 0.0015
H 2.7166 1.7765 -4.7141 0.0007
H 1.3750 2.6305 -5.4829 0.0011
H -0.8839 -0.1076 -6.1440 0.0014
H -1.4646 1.4121 -5.4469 0.0009
H -1.7715 -0.1161 -4.6135 0.0002
```

Values from the calculation:
Spin multiplicity: 5
Lowest unoccupied orbital energy (alpha / beta) in eV: 0.22 / -1.64



# 2
Computed, not measured: a molecular structure, C25H23CrN8O9P2Se, with ωB97M-V with the def2-TZVPD basis set.

Structure (XYZ):
```
69
Properties=species:S:1:pos:R:3:lowdin_spin:R:1
Cr 0.0373 -0.4850 -1.1190 0.9728
C 3.3828 -1.9178 1.1727 -0.0009
C 2.3412 -1.6008 0.1532 -0.0035
N 1.2734 -0.8945 0.3978 -0.0073
N 0.9976 -0.3766 1.5727 -0.0012
C -0.2792 0.2080 1.4892 0.0018
O -1.0129 -0.1101 0.3928 0.0157
C -1.0686 0.0840 2.7854 -0.0002
C -2.4478 0.2742 2.7656 0.0004
C -3.1852 0.1849 3.9351 0.0001
C -2.5495 -0.0924 5.1378 0.0000
C -1.1787 -0.2920 5.1590 0.0000
C -0.4395 -0.2073 3.9875 -0.0001
C 2.4157 -2.0481 -1.2205 -0.0002
C 3.4138 -2.8934 -1.7138 -0.0007
C 3.3623 -3.2953 -3.0305 0.0000
C 2.3282 -2.8544 -3.8492 -0.0007
C 1.3823 -2.0093 -3.3111 0.0014
N 1.4326 -1.6106 -2.0372 -0.0036
H 3.0359 -1.5992 2.1529 0.0000
H 4.3255 -1.4084 0.9589 -0.0002
H 3.5877 -2.9895 1.2112 -0.0001
H -2.9448 0.4767 1.8261 0.0002
H -4.2576 0.3287 3.9072 0.0000
H -3.1234 -0.1613 6.0524 0.0000
H -0.6796 -0.5240 6.0907 0.0000
H 0.6241 -0.3984 3.9932 0.0000
H 4.2068 -3.2225 -1.0593 0.0000
H 4.1266 -3.9532 -3.4230 0.0000
H 2.2613 -3.1419 -4.8871 0.0000
H 0.5659 -1.6181 -3.9051 0.0000
C -3.8492 -0.6983 -1.2117 0.0000
C -3.2791 -1.5086 -2.3655 0.0000
O -4.3656 -2.0693 -3.0921 0.0000
P -2.1946 -2.8571 -1.7817 0.0009
O -2.9802 -3.8173 -0.8034 0.0000
O -1.9606 -3.7816 -3.0206 0.0005
O -0.9764 -2.2857 -1.1394 0.0040
P -2.1602 -0.5538 -3.4702 0.0019
O -3.0677 0.5616 -4.1651 0.0001
O -1.7287 -1.5502 -4.4930 0.0006
O -1.1347 0.1613 -2.6061 0.0142
H -4.5916 -1.2998 -0.6839 0.0000
H -4.3577 0.1840 -1.6035 0.0000
H -3.0726 -0.3932 -0.5117 0.0000
H -4.1278 -2.1324 -4.0259 0.0000
H -2.8702 -3.5551 0.1221 0.0000
H -1.7805 -3.1878 -3.7990 0.0000
H -3.0050 1.4170 -3.7211 0.0000
Se -1.2466 2.6515 0.2109 -0.0001
N -0.1009 1.8159 1.3121 0.0004
C 0.5673 2.6957 2.0380 0.0000
C 1.5891 2.4058 2.9941 0.0000
C 2.1694 3.4594 3.6153 -0.0001
C 1.7989 4.8231 3.3434 0.0000
C 0.8503 5.1279 2.4306 0.0000
C 0.2010 4.0542 1.7380 0.0000
N -0.7406 4.2136 0.8247 -0.0003
H 1.8840 1.3816 3.1637 0.0000
H 2.9563 3.2805 4.3363 0.0000
H 2.3094 5.6105 3.8803 0.0000
H 0.5651 6.1438 2.1983 0.0000
O 0.9420 1.1874 -1.2466 0.0079
N 1.3867 2.3823 -1.1801 0.0008
C 2.3142 2.6678 -2.0589 -0.0017
C 2.8582 3.9875 -2.0541 -0.0003
N 3.3039 5.0467 -2.0542 -0.0009
C 2.7907 1.6849 -2.9816 -0.0002
N 3.1697 0.8934 -3.7243 -0.0008
```

Values from the calculation:
Spin multiplicity: 2
Lowest unoccupied orbital energy (alpha / beta) in eV: -1.69 / -1.69



Quick rundown of relative energy (zero: lowest compared OMol25 entry of this formula, charge and spin), same order as above: 0.000, 0.000 eV